Entry from OMol25: a 2-piece molecular cluster, C2H9N2OS overall (wB97M-V/def2-TZVPD).

Last column: Löwdin charge in e.
CARTESIAN COORDINATES (ANGSTROEM)
C (1.597, -0.413, -0.196)  -0.21
C (0.562, -0.588, 0.843)  -0.04
N (1.580, 0.959, -0.666)  0.02
N (-0.192, 0.403, 1.123)  0.17
O (-2.130, -0.927, -0.440)  -0.55
S (-2.978, 0.422, 0.046)  0.78
H (2.563, -0.767, 0.199)  0.14
H (1.347, -1.102, -1.014)  0.15
H (0.463, -1.540, 1.350)  0.16
H (1.882, 1.037, -1.629)  0.10
H (2.172, 1.560, -0.102)  0.10
H (-0.982, 0.366, 1.756)  0.11
H (-2.738, -1.651, -0.644)  0.05
H (-0.052, 1.232, 0.529)  0.13
H (-3.096, 1.010, -1.157)  -0.11

LUMO level: -4.2035 eV
E: -664.259528 Eh
Gap between HOMO and LUMO: 9.09 eV
Relative energy (zero: lowest compared OMol25 entry of this formula, charge and spin): 0.0 kJ/mol
Total charge: +1


Entry from OMol25: C9H9N3 in the gas phase (wB97M-V/def2-TZVPD).

Last column: Löwdin charge in e.
CARTESIAN COORDINATES (ANGSTROEM)
N (-1.179, -2.901, 1.143)  0.04
C (-0.319, -1.886, 0.554)  -0.28
C (1.083, -2.044, 0.271)  -0.01
C (1.837, -0.866, -0.148)  0.00
C (1.130, 0.396, -0.425)  -0.26
N (1.751, 1.516, -0.851)  0.08
C (1.124, 2.713, -0.913)  -0.12
C (-0.305, 2.769, -0.948)  -0.07
C (-0.940, 1.669, -0.462)  -0.08
C (-0.266, 0.491, -0.234)  -0.13
C (-0.935, -0.667, 0.423)  -0.29
N (-2.105, -0.427, 1.011)  0.06
H (-0.565, -3.771, 1.149)  0.10
H (-1.984, -3.148, 0.556)  0.09
H (1.539, -3.013, 0.387)  0.09
H (2.983, -0.730, -0.305)  0.13
H (1.790, 3.511, -1.352)  0.11
H (-0.943, 3.704, -1.142)  0.13
H (-2.068, 1.355, -0.467)  0.15
H (-2.180, 0.511, 1.673)  0.19
H (-2.297, -1.181, 1.674)  0.07

LUMO level: 0.1937 eV
E: -512.563375 Eh
Gap between HOMO and LUMO: 7.63 eV
Relative energy (zero: lowest compared OMol25 entry of this formula, charge and spin): 240.0 kJ/mol
Total charge: 0